ORCA calculation (wB97M-V/def2-TZVPD) on a gas-phase ion, CHN2O3P (charge -2) at a distorted geometry.

XYZ file:
```
8
Properties=species:S:1:pos:R:3:forces:R:3:nbo_charge:R:1
N -0.36446 2.31202 -1.00312 0.2 0.4 -0.4 -0.704
C -0.55397 1.16163 -0.96534 -0.6 1.0 -0.6 0.653
O -0.90579 -0.02896 -1.06272 0.1 -0.8 -0.1 -0.764
P 0.10844 -0.97315 0.29911 -0.5 -0.4 0.1 2.348
N 0.14753 0.36398 1.20820 1.3 -1.3 0.8 -1.442
O 1.35174 -1.35455 -0.51330 -1.1 0.0 1.0 -1.214
O -0.93618 -2.03041 0.67357 1.3 0.9 -0.6 -1.205
H 1.15267 0.54941 1.36360 -0.6 0.2 -0.2 0.327
```
Positions in Å, forces in eV/Å.

Summary:
HOMO-LUMO gap	6.857	eV
ΔE to the lowest compared entry with this formula, charge and spin	1.218	eV
E	-19465.4530	eV
molecular weight	120.0	g/mol
total charge	-2
SMILES	N#COP(=N)([O-])[O-]